Below is a cluster of 3 separate species, C10H28F3IN6O5PS in total at a distorted geometry, with properties calculated with ωB97M-V/def2-TZVPD.

Properties
DFT total energy: -2439.1141 Eh
Energy above the lowest of the compared OMol25 structures with the same formula, charge and spin: 0.428 eV
HOMO energy: -10.8 eV
Gap between HOMO and LUMO: 6.02 eV
Charge: +1

Last column: natural (NBO) charge in e.
Cartesian coordinates (Å):
1 N 3.9414 2.7897 -2.2988  -1.129
2 P 2.8582 1.5655 -2.7335  1.422
3 O 3.4752 0.8920 -4.0644  -0.965
4 N 3.0933 0.2798 -1.4353  -0.963
5 C 3.3865 -0.9382 -1.9694  0.677
6 N 4.6976 -1.3001 -2.1457  -0.824
7 S 5.8461 -0.4418 -1.2071  2.189
8 O 6.0356 0.8760 -1.6985  -0.898
9 O 6.9937 -1.2754 -1.2300  -0.874
10 C 5.2922 -0.4439 0.5763  0.774
11 F 4.4130 -1.4232 0.7639  -0.304
12 F 6.3652 -0.6374 1.3122  -0.263
13 F 4.7534 0.7290 0.8779  -0.286
14 N 2.4251 -1.7366 -2.3351  -0.698
15 I 2.6885 -3.5719 -3.1946  0.469
16 H 4.9007 2.4394 -2.3338  0.406
17 H 3.7630 2.9944 -1.3194  0.395
18 H 4.4183 0.6782 -4.0041  0.498
19 H 2.2293 0.1433 -0.9017  0.446
20 H 4.8699 -2.2867 -1.9427  0.450
21 H 1.4717 -1.4531 -2.1779  0.452
22 C 1.3138 -1.5055 2.5833  -0.618
23 C 0.5690 -0.4041 1.8377  -0.079
24 C -0.8501 -0.1512 2.3529  -0.076
25 O -1.7897 -1.1226 1.9456  -0.560
26 C -1.8228 -2.3116 2.7260  -0.253
27 N 0.5438 -0.7079 0.3920  -0.886
28 H 0.9696 -2.4996 2.2998  0.208
29 H 2.3776 -1.4599 2.3645  0.211
30 H 1.1918 -1.3972 3.6607  0.224
31 H 1.1342 0.5217 1.9787  0.193
32 H -1.2005 0.7910 1.9210  0.187
33 H -0.8672 -0.0242 3.4409  0.184
34 H -1.6186 -2.1072 3.7792  0.180
35 H -1.1168 -3.0528 2.3456  0.163
36 H -2.8240 -2.7297 2.6391  0.210
37 H 0.1199 0.0853 -0.0889  0.362
38 H -0.1338 -1.4555 0.2595  0.378
39 C -6.3390 1.5156 0.6488  -0.614
40 C -4.8641 1.2804 0.9581  -0.082
41 C -3.9083 1.8690 -0.0909  -0.068
42 O -3.8049 1.1292 -1.2926  -0.557
43 C -4.8386 1.3641 -2.2343  -0.250
44 N -4.6406 -0.1534 1.1598  -0.833
45 H -6.7051 0.8482 -0.1304  0.203
46 H -6.9411 1.3312 1.5371  0.225
47 H -6.5182 2.5446 0.3303  0.204
48 H -4.6443 1.7887 1.9020  0.187
49 H -2.8995 1.8636 0.3347  0.165
50 H -4.1544 2.9164 -0.3089  0.167
51 H -5.1756 2.4035 -2.2115  0.174
52 H -5.6861 0.6969 -2.0654  0.171
53 H -4.4374 1.1503 -3.2246  0.188
54 H -3.6819 -0.2995 1.4660  0.367
55 H -4.6752 -0.5969 0.2462  0.350

Below is a structure of composition C6H9N at a distorted geometry, with properties calculated with ωB97M-V/def2-TZVPD.

Properties
DFT total energy: -288.7176 Eh
Energy above the lowest of the compared OMol25 structures with the same formula, charge and spin: 1.753 eV
HOMO energy: -7.8 eV
Gap between HOMO and LUMO: 8.80 eV
Charge: 0

Last column: natural (NBO) charge in e.
Cartesian coordinates (Å):
1 C 0.8268 -1.8129 0.3910  -0.644
2 C 0.3443 -0.5684 -0.2557  0.122
3 C -0.3257 0.5019 0.2683  -0.138
4 C -0.7772 0.7130 1.6520  -0.588
5 C -0.5293 1.4711 -0.7579  -0.294
6 C 0.1001 0.9704 -1.8876  -0.071
7 N 0.6331 -0.2632 -1.5624  -0.511
8 H 0.5499 -1.8814 1.4471  0.227
9 H 1.9181 -1.9149 0.3743  0.215
10 H 0.4325 -2.7242 -0.0721  0.214
11 H -0.5908 1.6933 2.0839  0.219
12 H -0.5035 -0.0771 2.3923  0.224
13 H -2.0846 1.0748 1.4050  0.175
14 H -1.2479 2.3664 -0.3750  0.230
15 H 0.1824 1.3549 -2.8955  0.212
16 H 1.0719 -0.9035 -2.2076  0.409